(1)
Here is 8 unconnected molecules or ions with the total composition C35H90N4O13 at a distorted geometry from the OMol25 dataset. Energies are from wB97M-V/def2-TZVPD.

The geometry in XYZ format:
```
142
Properties=species:S:1:pos:R:3:forces:R:3
C -5.0610 -3.3809 0.3455 -0.59 -0.52 -0.37
O -3.8746 -3.6322 -0.4266 -0.92 1.17 0.64
C -3.0370 -2.4720 -0.5063 1.29 -0.84 -0.04
C -3.6687 -1.1789 -0.9632 -0.09 0.06 1.38
N -4.5858 -1.3136 -2.0417 -0.10 0.33 -1.05
C -3.8707 -1.4005 -3.3144 -0.93 -1.18 -0.57
C -4.8398 -1.7246 -4.4754 0.43 0.01 -0.27
O -5.2800 -3.0502 -4.6816 -0.29 -1.43 1.52
C -6.1192 -3.6679 -3.6736 0.26 0.19 -1.34
H -5.7730 -4.1619 0.0787 0.05 -0.05 -0.09
H -5.5634 -2.4302 0.1670 0.21 0.18 -0.59
H -5.0221 -3.3993 1.4347 1.02 -0.29 0.26
H -2.2233 -2.7047 -1.1932 -0.18 -0.46 -0.32
H -2.4955 -2.3598 0.4330 -0.21 0.38 0.40
H -2.8382 -0.5243 -1.2277 -0.20 0.27 0.11
H -4.2173 -0.7591 -0.1200 0.15 0.42 0.15
H -5.0829 -2.1803 -1.8939 -0.19 -0.01 -0.19
H -3.1273 -2.1966 -3.2719 0.30 -0.23 -0.20
H -3.3137 -0.4888 -3.5304 -0.26 0.21 0.09
H -4.3107 -1.6210 -5.4227 0.05 0.88 0.06
H -5.7286 -1.0960 -4.4202 0.04 0.47 0.00
H -5.6265 -3.8923 -2.7275 0.19 0.29 0.06
H -6.4136 -4.6269 -4.1000 0.06 0.01 -0.04
H -7.0345 -3.0877 -3.5574 -0.01 0.21 0.36
C 3.6317 3.7362 -1.6166 0.43 0.01 0.98
O 2.2524 3.3805 -1.4660 1.14 0.18 -0.29
C 1.5239 4.0082 -2.4767 -1.74 0.67 -0.76
C -0.0200 3.9488 -2.2320 0.59 -0.95 -0.75
N -0.4295 4.5016 -0.9662 0.47 0.11 -0.36
C -0.8625 5.8784 -1.0037 0.45 0.56 0.74
C 0.2260 6.9017 -1.3601 0.24 0.29 0.56
O 1.4017 6.7817 -0.5375 0.31 -0.16 -1.17
C 2.4866 7.4964 -1.1436 0.36 -0.58 0.22
H 4.2428 3.1639 -0.9187 -0.28 -0.42 -0.06
H 3.8476 4.7635 -1.3232 -0.52 0.40 -0.02
H 4.0603 3.6262 -2.6128 -0.46 -0.38 -0.30
H 1.7773 3.6554 -3.4764 -0.04 -0.78 -0.13
H 1.7743 5.0642 -2.5776 0.23 0.35 0.56
H -0.4178 2.9345 -2.1998 0.46 -0.39 -0.59
H -0.4891 4.4479 -3.0799 -0.11 0.11 -0.05
H 0.4521 4.4243 -0.4796 -0.14 0.38 1.19
H -1.3146 6.0191 -0.0219 0.14 0.69 0.11
H -1.6628 6.0391 -1.7260 -0.10 -0.31 -0.14
H -0.0902 7.9404 -1.2639 -0.58 0.11 0.08
H 0.4635 6.7917 -2.4182 0.34 -0.25 -0.19
H 2.2879 8.5674 -1.1834 0.07 0.06 0.09
H 2.7834 7.1453 -2.1319 -0.93 -0.11 -0.67
H 3.4390 7.2672 -0.6657 -0.38 0.30 1.07
C 0.3157 -2.9702 1.7057 0.24 -1.96 0.43
O -0.2943 -1.8088 2.1395 -0.54 0.97 -0.97
C -1.3641 -1.9602 2.9978 -1.82 1.02 1.79
C -2.0298 -0.5902 3.4146 1.03 -1.19 -0.10
N -2.6585 0.1273 2.2838 0.60 -1.54 0.91
C -2.9842 1.4464 2.6594 -1.52 2.97 0.02
C -3.6757 2.1932 1.4692 1.63 -0.29 1.32
O -3.9627 3.5323 1.8804 -0.28 -1.24 -0.15
C -4.3235 4.4139 0.8328 0.62 -0.03 -0.11
H 0.7229 -3.4747 2.5819 0.59 -0.12 0.06
H 1.0795 -2.8444 0.9384 0.00 0.69 0.29
H -0.3632 -3.7196 1.2987 -0.59 0.22 -0.23
H -1.0691 -2.4214 3.9403 0.42 -0.15 0.25
H -2.1967 -2.5858 2.6762 0.20 -0.34 -0.93
H -1.2931 -0.0231 3.9836 0.21 0.61 -0.78
H -2.7338 -0.8020 4.2193 -0.49 -0.36 -0.09
H -3.5995 -0.2381 2.2505 0.05 -1.00 -0.80
H -2.1503 2.0850 2.9506 0.21 -0.37 0.24
H -3.7291 1.3735 3.4518 0.12 0.61 0.65
H -4.5219 1.5672 1.1858 -0.50 0.49 -0.39
H -2.8761 2.1310 0.7311 -0.36 0.42 -0.78
H -4.8854 3.9264 0.0362 -0.47 -0.04 0.20
H -3.4279 4.7960 0.3430 0.26 0.10 -0.02
H -4.8442 5.2573 1.2864 -0.20 -0.18 -0.15
C 0.4491 -7.6782 -4.3023 0.11 0.25 -0.87
O 1.4929 -7.1177 -3.5678 0.09 -0.27 0.37
C 1.1123 -6.0906 -2.6940 0.60 -0.07 1.15
C 2.3560 -5.7475 -1.8726 -0.19 0.28 -0.57
N 2.5353 -6.5515 -0.6662 0.44 -0.15 0.85
C 3.8529 -6.3516 -0.0431 0.38 1.41 -0.13
C 4.0510 -4.8762 0.3990 0.45 -0.42 -0.50
O 4.2902 -3.9798 -0.6745 0.33 1.28 -0.27
C 4.3156 -2.6235 -0.2021 -0.54 -0.05 -0.12
H -0.3555 -8.1378 -3.7283 0.15 -0.20 0.40
H 0.9351 -8.3923 -4.9670 -0.34 -0.18 0.03
H -0.0137 -6.9050 -4.9156 -0.19 0.12 -0.25
H 0.3306 -6.4127 -2.0061 -0.32 -0.23 0.07
H 0.7307 -5.2060 -3.2040 0.09 0.10 -0.40
H 2.3369 -4.6854 -1.6284 -0.09 -0.18 0.27
H 3.1936 -5.8644 -2.5602 0.31 0.03 -0.16
H 2.4582 -7.5395 -0.8613 -0.25 -0.08 -0.33
H 4.6956 -6.6720 -0.6557 0.15 0.44 -0.87
H 4.1042 -6.9592 0.8263 -1.14 -0.13 0.43
H 4.9584 -4.7903 0.9968 -0.18 -0.30 0.72
H 3.1620 -4.5153 0.9162 -0.09 -0.23 0.47
H 4.5507 -1.8986 -0.9814 0.17 -0.55 -0.40
H 4.9809 -2.3982 0.6314 0.47 -0.60 0.09
H 3.3359 -2.3167 0.1642 -0.44 -0.17 0.06
C 0.9341 -2.0105 -2.2263 1.46 0.09 -1.24
C 0.8751 -0.5299 -2.6064 -0.72 -0.48 -0.59
C 1.2228 -0.1650 -4.0719 0.06 -1.01 0.24
O -0.4862 -0.1709 -2.4752 -0.27 1.04 -0.11
H 1.9904 -2.2450 -2.3579 0.24 -0.63 0.41
H 0.4090 -2.6432 -2.9419 -0.30 0.13 -0.01
H 0.6051 -2.2514 -1.2155 -0.01 0.36 0.00
H 1.5676 -0.0069 -1.9468 -0.21 0.47 0.33
H 2.1175 -0.6657 -4.4422 0.12 -0.19 0.19
H 1.3818 0.8932 -4.2791 -0.30 0.08 0.46
H 0.3892 -0.5283 -4.6728 -0.02 0.12 -0.15
H -0.7097 -0.1416 -1.5420 -0.10 0.13 0.62
C 0.8163 -0.2670 5.7441 -0.03 -0.19 0.90
C 2.1779 0.4065 5.7220 0.43 -0.31 -2.29
C 3.2339 -0.5258 5.1199 0.47 -1.32 0.64
O 2.1494 1.4893 4.8031 -0.18 1.09 0.90
H 0.8268 -1.0491 6.5032 -0.21 0.00 0.26
H 0.5073 -0.7703 4.8280 0.42 0.29 -0.25
H 0.0857 0.4993 6.0030 -0.21 -0.15 0.07
H 2.4067 0.8219 6.7034 0.22 -0.16 -0.04
H 2.8802 -1.0078 4.2085 -0.48 0.28 -0.15
H 3.4707 -1.3762 5.7594 0.02 -0.09 0.37
H 4.1951 -0.1017 4.8295 -0.17 0.62 0.37
H 1.8236 1.1333 3.9732 -0.22 -0.13 -0.48
C 3.4988 3.8128 3.0990 -0.25 -0.49 -0.20
C 2.7940 4.8567 2.1944 0.70 -0.49 2.12
C 1.3018 4.9481 2.4452 -0.02 -0.14 -0.46
O 3.4144 6.1149 2.5026 0.19 0.33 -1.37
H 4.5610 3.9254 3.3162 0.09 0.89 -0.45
H 3.5019 2.8192 2.6508 -0.63 -0.24 0.14
H 3.0273 3.7878 4.0814 -0.21 -0.28 -0.09
H 2.8901 4.5622 1.1493 0.60 0.68 -0.17
H 1.0507 5.2287 3.4681 0.10 0.11 0.05
H 0.8070 3.9992 2.2384 0.02 -0.14 0.01
H 0.9332 5.6778 1.7243 -0.28 0.15 0.21
H 3.1160 6.4579 3.3481 -0.27 -0.32 0.06
O -0.8471 0.3838 0.3492 1.07 0.38 -1.17
C 0.1342 1.3871 0.6186 0.06 -0.27 -1.66
C 1.3760 0.7858 1.1835 0.34 0.83 1.02
O 1.0837 0.3634 2.5147 0.88 0.13 -0.66
H -1.4032 0.2136 1.1130 -0.73 -0.13 0.51
H 0.4700 1.7490 -0.3532 -0.43 0.46 -0.22
H -0.3093 2.2042 1.1877 0.29 0.04 0.20
H 2.2200 1.4750 1.2126 -0.21 0.47 0.17
H 1.7546 0.0006 0.5291 -0.33 -0.59 0.05
H 0.5040 -0.3757 2.3168 -0.38 -0.77 0.68
```
Forces are in eV/Å.

Computed properties:
Frontier orbital gap, eV: 9.17
Largest force on an atom, eV/A: 3.33
Energy, eV: -70324.3194
Charge: 0
Lowest unoccupied orbital energy, eV: 0.421
Relative energy (zero: lowest compared OMol25 entry of this formula, charge and spin), kcal/mol: 51.5


(2)
Here is C4H6N2O in the gas phase at a distorted geometry from the OMol25 dataset. Energies are from wB97M-V/def2-TZVPD.

The geometry in XYZ format:
```
13
Properties=species:S:1:pos:R:3:forces:R:3
C 1.6082 -1.3302 -0.4809 -0.23 -1.42 -0.26
N 0.4706 -0.4876 -0.3249 0.38 -0.78 -1.61
C 0.2859 -0.0119 0.8121 -0.17 1.77 2.37
C -0.8354 0.8106 1.0940 -0.07 0.01 -3.72
C -1.7069 1.2588 0.0470 3.70 -1.78 0.25
N -1.5754 1.0562 -1.2163 -0.07 0.34 -3.07
O -1.1109 1.0386 -2.3533 -0.24 -0.10 2.50
H 2.2574 -1.0314 -1.2987 -0.04 0.23 -0.14
H 2.1703 -1.3543 0.4517 0.39 -0.37 0.03
H 1.2160 -2.3565 -0.7529 0.62 0.92 0.38
H 0.9604 -0.0485 1.7010 0.09 -0.77 -0.66
H -1.0894 0.9341 2.0661 -0.96 0.66 2.75
H -2.6507 1.5220 0.2550 -3.40 1.30 1.18
```
Forces are in eV/Å.

Computed properties:
Frontier orbital gap (alpha / beta), eV: 7.24 / 8.35
Largest force on an atom, eV/A: 4.11
Energy, eV: -9267.4205
Charge: 0
Lowest unoccupied orbital energy (alpha / beta), eV: -1.137 / 0.382
Relative energy (zero: lowest compared OMol25 entry of this formula, charge and spin), kcal/mol: 140.2


(3)
Here is a molecular structure, C44H48F3N5O4PtS2 from the OMol25 dataset. Energies are from wB97M-V/def2-TZVPD.

The geometry in XYZ format:
```
107
Properties=species:S:1:pos:R:3:forces:R:3
Pt -0.9496 -0.4775 -0.2348 0.75 0.39 -0.06
O -2.2231 -4.2555 1.5001 0.03 0.01 0.02
S -1.4132 -3.5860 0.5516 -0.06 -0.01 -0.11
O -2.3457 -3.3932 -0.7359 -0.05 0.04 0.10
N -0.9207 -2.1329 0.9353 -0.01 -0.07 0.12
C -0.3164 -1.9195 2.2223 -0.06 0.01 -0.07
C -0.0533 -2.8782 3.1621 0.04 0.00 0.08
C 0.5227 -2.5160 4.3998 -0.01 -0.02 -0.04
C 0.8233 -1.2177 4.6859 -0.01 0.01 0.00
C 0.5658 -0.2106 3.7274 0.03 0.03 0.04
C 0.8575 1.1563 3.9421 -0.01 -0.02 0.00
C 0.5942 2.0722 2.9646 0.01 0.00 -0.03
C 0.0362 1.6336 1.7563 -0.05 0.04 0.00
N -0.2539 0.3722 1.5267 -0.23 -0.20 0.12
C -0.0015 -0.5680 2.4935 0.05 -0.02 0.03
C -0.0783 -4.5534 0.0145 0.01 0.02 -0.01
C 1.1085 -3.9437 -0.3843 0.01 -0.01 0.01
C 2.1362 -4.7517 -0.8403 0.00 0.00 0.00
C 1.9661 -6.1298 -0.8894 0.00 0.00 0.00
C 0.7745 -6.7210 -0.4817 0.00 0.00 0.00
C -0.2661 -5.9350 -0.0232 0.00 0.00 -0.02
H -0.2928 -3.9187 2.9950 0.00 0.01 -0.02
H 0.7158 -3.2937 5.1253 0.00 0.00 0.00
H 1.2602 -0.9434 5.6366 0.00 0.00 0.00
H 1.2870 1.4616 4.8881 0.00 0.00 0.00
H 0.8015 3.1245 3.0977 0.01 0.02 -0.01
H -0.1878 2.3314 0.9664 -0.03 0.03 -0.01
H 1.2301 -2.8704 -0.3249 0.00 0.00 0.00
H 3.0718 -4.3068 -1.1491 0.00 0.00 0.00
H 2.7758 -6.7541 -1.2428 0.00 0.00 0.00
H 0.6607 -7.7955 -0.5160 0.00 0.00 0.00
H -1.1968 -6.3748 0.3099 0.00 0.00 0.00
C 5.0236 6.6603 -3.0783 -0.01 0.02 0.00
C 4.6470 5.2173 -2.7710 0.00 -0.03 0.00
C 4.1396 5.0730 -1.3430 0.03 0.01 0.10
N 3.8990 3.6677 -1.0088 -0.07 -0.04 -0.06
C 2.7475 3.0478 -0.7804 0.09 -0.02 0.12
S 2.5500 1.3938 -0.9471 0.01 -0.08 0.01
N 1.6429 3.8026 -0.4117 0.00 0.14 -0.09
C 1.4307 4.9275 0.4034 0.04 -0.13 0.01
O 0.3428 5.4562 0.3328 -0.05 0.00 0.06
C 2.4749 5.3426 1.3726 0.03 0.05 -0.05
C 3.3598 4.4359 1.9534 -0.02 -0.02 -0.01
C 4.2720 4.8764 2.8991 0.00 0.01 0.00
C 4.3102 6.2187 3.2549 0.00 0.00 0.00
C 3.4224 7.1210 2.6837 0.00 0.00 0.00
C 2.4965 6.6830 1.7522 0.02 0.00 -0.01
H 5.3495 6.7670 -4.1114 0.01 -0.01 0.00
H 5.8371 6.9998 -2.4358 0.00 0.00 0.00
H 4.1759 7.3311 -2.9266 0.00 0.00 -0.01
H 5.5124 4.5639 -2.9145 0.01 0.02 0.00
H 3.8738 4.8671 -3.4603 0.00 -0.01 0.00
H 3.2169 5.6327 -1.2163 -0.05 0.00 -0.02
H 4.8603 5.4843 -0.6322 0.00 0.00 0.01
H 4.6602 3.0318 -1.2033 -0.01 0.00 -0.05
H 0.7750 3.3764 -0.6945 -0.01 0.00 -0.03
H 3.3317 3.3861 1.6881 -0.01 -0.01 -0.01
H 4.9558 4.1747 3.3580 0.00 0.00 0.00
H 5.0309 6.5615 3.9854 0.00 0.00 0.00
H 3.4494 8.1637 2.9693 0.00 0.00 0.00
H 1.7859 7.3677 1.3087 0.00 0.00 0.00
C -0.0179 3.3095 -3.8323 -0.01 -0.01 0.02
C -1.3370 3.1181 -3.0691 -0.03 -0.03 -0.03
C -1.7538 4.4089 -2.3469 0.04 -0.01 -0.03
C -2.4490 2.6339 -4.0163 0.00 0.02 -0.01
C -1.1542 2.0563 -2.0648 -0.06 0.09 0.15
N -1.0466 1.2281 -1.2818 0.04 -0.09 -0.18
H -0.1982 4.0246 -4.6346 0.00 0.00 0.00
H 0.3363 2.3772 -4.2712 -0.01 0.00 -0.01
H 0.7616 3.7132 -3.1879 0.04 -0.01 0.05
H -1.8789 5.1860 -3.1010 0.00 0.00 -0.01
H -0.9966 4.7434 -1.6356 -0.05 0.01 0.01
H -2.7025 4.2822 -1.8273 0.01 0.00 0.01
H -2.5877 3.3901 -4.7884 -0.01 0.01 0.01
H -3.3925 2.5066 -3.4865 0.00 -0.02 0.00
H -2.1802 1.6968 -4.5043 0.00 0.00 0.00
F -2.8794 -4.8680 -7.8054 0.02 -0.03 0.02
C -2.3506 -5.6748 -6.8732 -0.01 0.00 -0.02
F -1.1468 -6.0673 -7.3157 -0.03 0.01 0.01
F -3.1284 -6.7561 -6.7730 0.02 0.03 -0.01
C -2.2241 -4.9475 -5.5545 0.00 0.00 0.00
C -3.0449 -5.2698 -4.4869 0.00 0.00 0.01
C -2.9221 -4.5775 -3.2918 0.00 -0.01 0.00
C -1.9724 -3.5680 -3.1845 0.05 -0.01 0.01
C -1.1403 -3.2484 -4.2593 0.00 -0.01 -0.01
C -1.2723 -3.9390 -5.4465 0.00 0.00 0.00
C -1.8521 -2.8169 -1.9448 0.29 -0.13 0.06
C -1.3778 -1.6576 -1.5721 -0.73 0.03 -0.15
H -3.7772 -6.0584 -4.5853 0.00 0.00 0.00
H -3.5651 -4.8193 -2.4563 0.00 0.00 0.00
H -0.3792 -2.4838 -4.1579 -0.01 0.01 0.00
H -0.6295 -3.7113 -6.2862 0.00 0.00 0.00
C -4.4459 -1.0457 1.1441 0.00 -0.03 0.00
C -3.8369 -0.0142 2.0665 0.08 -0.01 -0.02
O -3.3069 1.0543 1.2890 -0.15 0.07 -0.04
C -3.2842 2.2930 1.9875 0.03 -0.04 0.03
C -3.0518 3.4225 1.0127 -0.01 0.02 -0.01
H -4.7071 -1.9481 1.6982 -0.01 0.01 0.00
H -3.7455 -1.3204 0.3533 0.03 0.00 -0.01
H -5.3462 -0.6562 0.6705 0.01 0.01 -0.01
H -3.0400 -0.4520 2.6856 0.01 0.00 -0.01
H -4.5981 0.3708 2.7509 0.00 -0.01 0.01
H -2.5085 2.2705 2.7668 0.00 0.01 0.00
H -4.2429 2.4395 2.4950 0.00 -0.01 0.00
H -2.0695 3.3734 0.5407 0.02 -0.04 -0.01
H -3.1176 4.3818 1.5261 0.01 0.00 0.00
H -3.8123 3.4000 0.2317 -0.01 0.00 0.00
```
Forces are in eV/Å.

Computed properties:
Frontier orbital gap, eV: 5.63
Largest force on an atom, eV/A: 0.85
Energy, eV: -95102.0146
Charge: +2
Lowest unoccupied orbital energy, eV: -7.268
Relative energy (zero: lowest compared OMol25 entry of this formula, charge and spin), kcal/mol: 26.5


(4)
Here is C5H8N2 in the gas phase from the OMol25 dataset. Energies are from wB97M-V/def2-TZVPD.

The geometry in XYZ format:
```
15
Properties=species:S:1:pos:R:3:forces:R:3
C -0.5872 -1.0248 0.8820 0.43 -0.02 -0.44
C 0.2248 0.0777 0.1909 -0.22 -0.01 -0.07
C 0.5044 -0.1890 -1.2898 0.03 -0.03 0.02
C -0.7458 -0.4853 -1.9969 -0.77 -0.17 -0.49
N -1.7549 -0.7275 -2.5053 0.87 0.22 0.39
C 0.1220 1.4938 0.6437 -0.30 0.14 -0.05
N 1.3486 0.7318 0.8604 0.10 -0.27 0.15
H -1.2087 -1.5669 0.1610 0.05 0.24 0.06
H 0.0658 -1.7822 1.3295 0.00 0.21 0.08
H -1.2571 -0.6143 1.6236 -0.03 0.07 0.34
H 1.1813 -1.0464 -1.3966 -0.13 0.11 0.03
H 0.9863 0.6660 -1.7769 -0.04 -0.10 0.24
H -0.5152 1.7065 1.5018 0.09 -0.12 -0.16
H 0.2067 2.3240 -0.0579 -0.02 -0.25 0.05
H 1.4290 0.4367 1.8306 -0.07 -0.03 -0.15
```
Forces are in eV/Å.

Computed properties:
Frontier orbital gap, eV: 10.87
Largest force on an atom, eV/A: 0.98
Energy, eV: -8293.6587
Charge: 0
Lowest unoccupied orbital energy, eV: 0.897
Relative energy (zero: lowest compared OMol25 entry of this formula, charge and spin), kcal/mol: 30.8